# 1
The following is a quantum chemistry calculation of a cluster of 3 separate species, H3N2O in total, from the OMol25 dataset.

Geometry as ORCA input:
```
! wB97M-V def2-TZVPD RIJCOSX def2/J DEFGRID3
* xyz -1 3
N 0.9485 -0.7046 0.1471
N 0.0004 -0.8864 0.7213
O -0.5022 1.4876 -1.1492
H -0.4669 0.7942 -0.4472
H 0.0759 -1.6880 2.5623
H -0.0556 0.9971 -1.8343
*
```

Properties
⟨S²⟩: 2.00
F_max in eV/A: 5.7
Energy relative to the best compared isomer or geometry (same formula, charge and spin) in kJ/mol: 0.0
Frontier orbital gap (alpha / beta) in eV: 3.98 / 11.63

Charges per atom according to natural (NBO) partitioning, unit e: -0.403 -0.459 -1.009 0.481 -0.062 0.453

***

# 2
The following is a quantum chemistry calculation of a cluster of 12 separate species, C32H69Cl8N7O10 in total, from the OMol25 dataset.

Geometry as ORCA input:
```
! wB97M-V def2-TZVPD RIJCOSX def2/J DEFGRID3
* xyz 0 1
O -1.0944 0.1298 2.1109
C -0.7037 0.4029 1.0119
O -0.6733 1.6686 0.5064
C 0.1315 1.6277 -0.7161
C -0.0550 0.1526 -1.1622
O -0.2200 -0.5108 0.1274
H -0.2874 2.3374 -1.4136
H 1.1794 1.8192 -0.4775
H 0.8697 -0.1663 -1.6243
H -0.9298 -0.0304 -1.7878
C 3.7933 3.1634 -2.8032
N 2.4383 3.2736 -3.3020
C 1.6923 2.1655 -3.5918
C 0.3035 2.3926 -4.1571
O 2.1215 1.0285 -3.4246
H 3.8266 3.3179 -1.7148
H 4.3859 3.9709 -3.2339
H 4.2735 2.2065 -2.9615
H 2.2032 4.1084 -3.8047
H -0.3742 1.8494 -3.5095
H 0.3091 2.0838 -5.1962
H 0.0188 3.4473 -4.0990
C -1.0826 -3.8318 -1.7181
N -2.2914 -4.1928 -1.0156
C -3.3171 -3.3255 -0.7066
C -4.6312 -3.9382 -0.1949
O -3.2507 -2.1166 -0.9248
H -1.0466 -4.2882 -2.7052
H -0.2027 -4.1630 -1.1573
H -0.9877 -2.7518 -1.8033
H -2.3377 -5.0994 -0.5859
H -5.4344 -3.4635 -0.7345
H -4.7220 -3.7022 0.8724
H -4.5952 -5.0245 -0.2157
C 3.9407 6.2252 -1.0077
N 3.7832 5.4683 0.2144
C 2.6425 5.0200 0.8116
C 1.3683 5.0525 0.0164
O 2.6994 4.4556 1.8925
H 4.8341 5.8270 -1.4872
H 4.1283 7.2815 -0.8004
H 3.0835 6.1339 -1.6608
H 4.6278 5.3439 0.7430
H 0.6082 4.4357 0.4900
H 1.5034 4.6333 -0.9908
H 0.9325 6.0455 -0.1280
C 2.0515 -3.2355 -2.7356
N 1.4689 -2.2855 -3.6374
C 0.7265 -2.6970 -4.6964
C 0.2586 -1.6208 -5.6429
O 0.3907 -3.8831 -4.8664
H 2.1282 -2.8679 -1.7140
H 3.0554 -3.4653 -3.1066
H 1.4978 -4.1647 -2.6959
H 1.6743 -1.3124 -3.5064
H -0.8180 -1.5884 -5.7285
H 0.6644 -1.8199 -6.6432
H 0.6420 -0.6194 -5.4381
C -4.0042 -1.8837 2.6252
N -2.7172 -1.9494 3.2599
C -2.6050 -2.3493 4.5612
C -1.2031 -2.3512 5.1511
O -3.5607 -2.7256 5.2221
H -4.5169 -0.9660 2.9375
H -4.6001 -2.7521 2.8737
H -3.8994 -1.8126 1.5422
H -1.9007 -1.5484 2.8052
H -0.5611 -1.5494 4.7752
H -0.7413 -3.2946 4.8621
H -1.2979 -2.2117 6.2206
C 0.6909 2.4942 3.9443
N 1.1170 1.1660 3.6769
C 2.3554 0.6238 3.7926
C 3.4267 1.5137 4.3248
O 2.6088 -0.5570 3.4505
H -0.3634 2.4821 4.1983
H 0.7982 3.1199 3.0504
H 1.2910 2.9524 4.7244
H 0.3912 0.5451 3.3382
H 4.3920 1.1464 3.9911
H 3.4158 1.6166 5.4082
H 3.3023 2.5370 3.9362
C 4.2641 -4.2225 -0.1515
N 3.1098 -3.7291 0.5854
C 1.9513 -4.3771 0.6588
C 0.8656 -3.7291 1.4663
O 1.7807 -5.4280 0.1410
H 3.9700 -4.9604 -0.8860
H 5.0415 -4.5668 0.5217
H 4.6387 -3.3730 -0.7384
H 3.1950 -2.8496 1.0645
H -0.0658 -3.7330 0.9107
H 1.1277 -2.7046 1.7195
H 0.7521 -4.2993 2.3843
Cl -2.0085 1.0677 6.0287
C -3.0768 0.4379 4.7518
C -4.0587 1.5258 4.2521
Cl -3.1635 2.9781 3.7308
H -3.5869 -0.4367 5.1305
H -2.4222 0.1906 3.9108
H -4.7390 1.8396 5.0396
H -4.5769 1.1874 3.3640
Cl 3.5170 0.4846 -0.5853
C 3.5993 1.2374 1.0195
C 4.8788 1.9610 1.3125
Cl 6.2675 0.8288 1.3598
H 3.4861 0.4489 1.7618
H 2.7532 1.9163 1.1331
H 4.8307 2.4581 2.2744
H 5.1268 2.7105 0.5627
Cl -2.6853 2.8591 -2.3307
C -3.7803 2.5921 -0.9096
C -4.1881 1.1408 -0.8540
Cl -5.1899 0.9055 0.6191
H -4.6310 3.2312 -1.1112
H -3.2555 2.9514 -0.0322
H -3.3563 0.4472 -0.8222
H -4.8360 0.9187 -1.6956
Cl -5.9166 -0.3114 -4.3381
C -4.9906 -1.6548 -3.6649
C -3.6703 -1.8391 -4.3067
Cl -2.6510 -0.4140 -4.0257
H -5.5787 -2.5747 -3.7300
H -4.8173 -1.5265 -2.5944
H -3.7117 -2.0461 -5.3684
H -3.2188 -2.6927 -3.7997
*
```

Properties
SMILES: O=C1OCCO1.CNC(C)=O.CNC(C)=O.CNC(C)=O.CNC(C)=O.CNC(C)=O.CNC(C)=O.CNC(C)=O.ClCCCl.ClCCCl.ClCCCl.ClCCCl
F_max in eV/A: 3.7
Frontier orbital gap in eV: 9.16

Here are the Löwdin charges for atoms 1 to 8, given in e: 0.098 -0.516 0.045 -0.115 -0.094 0.058 0.056 0.083

***

# 3
The following is a quantum chemistry calculation of a cluster of 5 separate species, C8H24NO8 in total, from the OMol25 dataset.

Geometry as ORCA input:
```
! wB97M-V def2-TZVPD RIJCOSX def2/J DEFGRID3
* xyz -1 1
O 0.0238 2.1642 -1.0983
C 0.9102 2.9814 -0.3846
O 0.7608 2.9423 0.8690
O 1.7457 3.5985 -1.0636
H -0.4581 1.6985 -0.3973
C -0.1415 -1.2033 -3.8116
O 0.3989 -1.3046 -2.5030
C 1.3951 -0.3228 -2.2566
C 2.4481 -0.8676 -1.3096
N 1.9020 -1.7300 -0.2382
C 1.5114 -0.8860 0.9150
C 0.5767 -1.6028 1.8579
O -0.4664 -2.2556 1.1540
C -1.2643 -3.0647 1.9884
H 0.5697 -1.5666 -4.5566
H -0.4197 -0.1633 -4.0275
H -1.0731 -1.7696 -3.8223
H 0.8995 0.5631 -1.8402
H 1.8900 0.0222 -3.1727
H 2.9871 -0.0293 -0.8656
H 3.1871 -1.4621 -1.8581
H 1.0178 -2.0933 -0.5830
H 1.0975 0.0623 0.5446
H 2.4170 -0.5919 1.4519
H 0.2265 -0.8473 2.5778
H 1.1276 -2.3423 2.4576
H -1.2685 -2.7335 3.0285
H -0.8871 -4.0975 1.9759
H -2.2770 -3.0783 1.5884
C -2.5093 0.0678 -0.7233
O -1.4860 0.2085 0.2571
H -3.1401 -0.8049 -0.5142
H -3.1506 0.9425 -0.6715
H -2.0441 -0.0651 -1.7018
H -1.0047 -0.6288 0.3092
O 1.1381 4.7087 3.3816
H 0.9733 5.0811 4.2533
H 0.2666 4.4560 3.0609
O -3.0099 1.9050 1.9705
H -2.3836 1.5451 1.3233
H -2.4861 2.5640 2.4346
*
```

Properties
F_max in eV/A: 1.3
Frontier orbital gap in eV: 7.09

Here are the natural (NBO) charges for atoms 1 to 8, given in e: -0.798 0.941 -0.846 -0.777 0.492 -0.244 -0.574 -0.125

***

# 4
The following is a quantum chemistry calculation of a cluster of 2 separate species, C36H29F3NO4S in total, from the OMol25 dataset.

Geometry as ORCA input:
```
! wB97M-V def2-TZVPD RIJCOSX def2/J DEFGRID3
* xyz -1 1
F -0.1281 -0.2003 5.5085
C -0.3682 1.0763 5.0836
F -1.7069 1.3139 5.2496
F 0.2885 1.9050 5.9676
C 0.0882 1.3142 3.6688
C -0.6229 2.2272 2.8864
C -0.0851 2.6305 1.6760
C 1.1352 2.0777 1.1802
C 1.7497 2.5599 -0.0063
S 2.4342 1.4345 -1.1314
C 2.1801 1.9980 -2.8450
C 1.4143 1.2157 -3.7211
C 1.3394 1.5508 -5.0756
C 2.0145 2.6732 -5.5665
C 2.7862 3.4442 -4.6912
C 2.8968 3.0901 -3.3420
O 3.8723 1.3645 -0.9520
O 1.6435 0.2165 -1.1340
C 1.7533 1.0479 1.9647
C 1.2464 0.6818 3.1968
H -1.5966 2.6078 3.1995
H -0.5632 3.4088 1.0768
H 1.5903 3.5680 -0.4003
H 0.9185 0.3207 -3.3533
H 0.7642 0.9141 -5.7478
H 1.9556 2.9373 -6.6253
H 3.3311 4.3060 -5.0726
H 3.5784 3.6221 -2.6748
H 2.6918 0.6104 1.6215
H 1.7151 -0.1020 3.7938
C 4.4929 7.1020 -5.2975
C 3.5990 7.3344 -4.2478
C 3.8354 6.7217 -3.0196
C 4.9616 5.9098 -2.8293
C 5.8862 5.7166 -3.8543
C 5.6394 6.3013 -5.1000
C 4.9553 5.3405 -1.4511
O 5.7964 4.5995 -0.9610
C 3.6824 5.8223 -0.8220
C 3.2514 5.4347 0.4099
C 2.2649 6.1848 1.1889
C 0.9294 6.1996 0.7576
C -0.0071 7.0714 1.2794
C 0.3428 7.8906 2.3887
N -0.6262 8.6357 3.0113
C -2.0270 8.3529 2.7247
C -2.2618 8.2067 1.2311
C -1.3630 7.1126 0.6554
C -0.4132 9.1210 4.3663
C 0.9889 9.6758 4.5419
C 2.0406 8.6429 4.1155
C 1.6642 7.8227 2.9182
C 2.5887 6.9644 2.3305
C 3.0243 6.7819 -1.7705
O 2.0093 7.4545 -1.6128
H 4.3184 7.5523 -6.2767
H 2.7251 7.9725 -4.3661
H 6.7718 5.1124 -3.6633
H 6.3427 6.1473 -5.9224
H 3.7709 4.5935 0.8844
H 0.6413 5.5183 -0.0406
H -2.3459 7.4257 3.2424
H -2.6135 9.1790 3.1420
H -3.3128 7.9650 1.0557
H -2.0603 9.1566 0.7233
H -1.2655 7.2354 -0.4339
H -1.8359 6.1293 0.8081
H -1.1766 9.8876 4.5472
H -0.5930 8.3029 5.0923
H 1.1004 10.5972 3.9564
H 1.1176 9.9446 5.5954
H 2.9970 9.1528 3.9428
H 2.2208 7.9610 4.9610
H 3.6036 6.9116 2.7344
*
```

Properties
F_max in eV/A: 1.7
Frontier orbital gap in eV: 4.80

Here are the Löwdin charges for atoms 1 to 8, given in e: 0.094 -0.529 0.088 0.089 -0.175 -0.044 -0.042 -0.292

***

- Number 1 is which compound?
  H3N2O